Density functional theory data (the ωB97M-V functional and the def2-TZVPD basis) for a cluster of 13 separate species, C64H167N13O19 in total in a non-equilibrium geometry.

## Properties
Kohn-Sham gap (spin up / spin down) ... 0.98 / 8.62 eV
Spin multiplicity ... 2
Largest force on an atom ... 0.0560 Eh/bohr
HOMO (spin up / spin down) ... 0.81 / -6.70 eV
Net charge ... -1

XYZ file:
```
263
Properties=species:S:1:pos:R:3:forces:R:3:mulliken_charge:R:1
C 2.9222 -3.0572 0.9554 0.29 0.45 -0.30 -0.4112
O 1.5560 -2.8919 1.2748 -0.63 -0.11 -0.52 1.6140
C 0.8127 -2.1426 0.2905 1.51 1.29 0.42 -0.7987
C 1.3226 -0.6376 0.3336 -1.12 -1.21 -0.68 0.5709
N 0.3303 0.2785 -0.2501 -0.20 -0.77 0.35 -0.1901
C -0.9036 0.4633 0.5653 1.15 0.80 -0.71 0.2059
C -1.9816 1.1824 -0.2150 -0.39 -0.71 -0.18 -0.3173
O -1.9345 2.6054 -0.1119 1.26 -1.27 0.49 -0.0087
C -2.7549 3.2871 -0.9896 -1.16 0.44 0.05 0.7776
H 3.3588 -3.8222 1.5975 -0.21 -0.08 -0.12 -0.2350
H 3.5360 -2.1639 1.0707 -0.20 0.47 0.53 -0.5208
H 3.0757 -3.2659 -0.1034 -0.22 -0.70 -0.24 0.2288
H -0.2660 -2.2487 0.4057 0.16 -0.09 0.62 0.2712
H 1.0568 -2.5415 -0.6941 -0.05 -0.07 -0.22 -0.0057
H 2.2180 -0.7087 -0.2840 0.04 0.74 -0.21 -0.5795
H 1.6707 -0.3468 1.3247 -0.29 -0.26 0.42 -0.0891
H 0.7757 1.1827 -0.3147 0.22 0.10 -0.36 -0.0965
H -0.6465 1.0825 1.4247 -0.31 -0.18 0.62 -0.2393
H -1.3626 -0.4735 0.8811 0.52 -0.12 0.07 0.2011
H -2.8836 0.6898 0.1482 -0.90 0.97 0.43 0.0998
H -1.9778 0.8004 -1.2359 0.42 0.51 -0.48 0.0639
H -2.6491 3.0176 -2.0404 0.15 -0.18 -0.02 -0.4511
H -2.5967 4.3593 -0.8734 0.38 -0.02 0.01 -0.3645
H -3.7911 3.1314 -0.6891 -0.42 -0.17 -0.25 -0.0183
C 1.3423 4.0517 3.1105 -1.04 -0.41 -0.28 -0.4670
O 1.9928 4.0676 1.8740 0.90 -0.11 0.20 -0.4035
C 1.1613 3.7127 0.8088 -0.20 -0.08 -0.84 1.0014
C 1.9844 3.5811 -0.4248 1.72 -0.71 -0.74 -1.0901
N 2.8191 2.3533 -0.5511 -0.99 0.14 1.24 0.5938
C 3.7078 2.3727 -1.6801 0.10 0.07 -0.06 -1.0980
C 4.7036 1.2252 -1.5749 -0.58 -0.21 -0.34 -0.0355
O 5.5559 1.2920 -0.4145 -0.63 -0.36 -0.92 0.3441
C 6.3170 2.4901 -0.2874 -0.26 -0.84 1.14 -1.3584
H 2.0134 4.3051 3.9312 -0.02 0.11 -0.28 0.3621
H 0.8867 3.0745 3.2703 0.28 -0.50 0.32 -0.1540
H 0.4543 4.6812 3.0526 0.05 0.70 0.35 0.2658
H 0.4858 4.5232 0.5348 -0.57 0.18 0.54 0.4840
H 0.5854 2.8017 0.9716 -0.15 -0.01 0.46 -0.5852
H 2.6563 4.4391 -0.4019 0.06 0.44 -0.30 0.2356
H 1.3764 3.6463 -1.3271 -0.17 0.04 0.05 0.5498
H 3.3756 2.2364 0.2836 0.01 0.12 0.32 -0.2746
H 4.2320 3.3269 -1.7347 0.15 0.34 -0.35 0.1846
H 3.0489 2.2646 -2.5416 0.47 -0.05 -0.49 0.5310
H 5.2534 1.0022 -2.4892 0.57 0.86 -0.20 0.5956
H 4.0808 0.3306 -1.5804 0.08 -0.36 1.05 -0.4691
H 6.9815 2.6804 -1.1302 -0.23 0.21 -0.17 0.2650
H 6.9071 2.2900 0.6069 0.38 0.08 -0.12 0.2928
H 5.6725 3.3137 0.0199 0.01 0.38 -0.59 0.2798
C -6.8745 8.2637 -4.5333 0.01 -0.80 -0.43 -0.8820
O -6.6413 8.3321 -3.1643 1.61 0.30 0.72 -0.1535
C -5.1986 8.4782 -2.9286 -1.76 0.17 2.27 -0.6567
C -4.9928 8.2122 -1.3910 0.44 0.08 -1.87 -0.1960
N -3.5341 8.3225 -1.1717 -0.81 -0.59 0.48 0.2307
C -3.3359 8.1784 0.2653 -0.45 0.95 0.26 -1.2033
C -3.7683 6.8193 0.8098 0.66 0.40 -0.59 0.2272
O -2.8375 6.5259 1.8116 -0.26 -0.49 1.39 -0.1726
C -3.0693 5.3478 2.5940 0.51 -0.06 -0.64 -0.4299
H -6.5026 7.2866 -4.8415 0.36 0.01 -0.74 0.2577
H -6.3686 9.0870 -5.0376 -0.06 -0.01 -0.40 0.3314
H -7.9344 8.2325 -4.7859 -0.12 0.42 0.39 0.2710
H -4.9036 9.5094 -3.1233 -0.11 0.29 -0.12 0.3782
H -4.5184 7.8796 -3.5345 -0.52 -0.61 -0.10 0.3004
H -5.4077 7.2584 -1.0649 0.51 -0.39 -0.54 -0.1981
H -5.5788 8.8802 -0.7597 0.01 0.76 -0.18 0.3383
H -3.3276 9.3004 -1.3171 0.30 0.18 -0.60 0.2353
H -3.9392 8.9887 0.6746 -0.44 -0.09 0.87 0.2759
H -2.3397 8.4948 0.5747 0.32 -0.81 -0.22 0.5044
H -3.7261 6.0933 -0.0022 0.29 -0.32 -0.25 -0.4207
H -4.8199 6.8118 1.0964 -0.08 0.13 0.69 0.3877
H -2.1362 5.1145 3.1069 0.17 0.06 -0.24 -0.0974
H -3.3144 4.5237 1.9241 -0.04 -0.26 0.04 0.1897
H -3.8093 5.3927 3.3930 -0.47 0.60 -0.23 0.4123
C -9.7096 4.7960 -4.6702 0.06 -0.35 -0.34 -0.5553
O -9.3454 3.5072 -5.1937 0.24 0.15 0.38 -0.3306
C -8.4025 2.7683 -4.3721 -0.79 -1.10 -0.65 0.5215
C -8.2196 1.2567 -4.9221 -0.89 1.45 1.70 -1.1468
N -7.6989 0.3072 -3.9152 0.90 0.47 -1.23 -0.2689
C -6.4488 0.6634 -3.2073 -0.75 -0.81 -0.21 0.5138
C -5.2267 0.5238 -4.1267 0.18 1.27 0.18 -0.9095
O -4.0974 1.0954 -3.4455 1.06 -0.15 -0.59 0.2638
C -2.8971 1.3224 -4.2668 -1.15 -0.58 0.61 -1.3169
H -8.8993 5.5219 -4.7387 0.32 -0.10 0.16 0.0977
H -10.1048 4.7847 -3.6544 0.35 -0.42 0.36 0.2589
H -10.5334 5.2233 -5.2418 0.04 -0.41 -0.48 0.3277
H -8.8179 2.7439 -3.3647 0.31 -0.06 0.16 -0.2649
H -7.4091 3.2166 -4.3867 -0.07 0.43 0.19 0.1625
H -7.6237 1.3976 -5.8239 0.14 -0.70 -0.02 0.2270
H -9.2162 0.8816 -5.1548 0.05 0.15 -0.43 0.5264
H -8.4171 -0.1864 -3.4046 0.31 0.40 0.09 0.3138
H -6.2987 -0.0498 -2.3968 -0.19 0.04 0.18 0.2916
H -6.5704 1.6532 -2.7671 0.61 0.16 -0.04 -0.4810
H -5.4278 1.1021 -5.0285 0.08 0.09 -0.33 0.3134
H -5.0477 -0.5072 -4.4317 0.00 -0.18 0.17 0.2392
H -3.0818 2.1429 -4.9602 0.07 0.03 -0.08 0.3747
H -2.5656 0.4299 -4.7976 -0.47 -0.23 -0.30 0.4314
H -2.0352 1.5292 -3.6324 -0.39 0.38 0.36 0.2340
C -1.1235 -4.8974 -1.4332 -0.44 -0.78 -0.76 -0.7561
O -0.2192 -5.9640 -1.3105 1.22 -0.62 0.57 -0.3661
C -0.0051 -6.4164 0.0263 -0.86 -1.06 -0.04 0.7627
C 0.7910 -7.7309 0.1279 0.88 1.10 0.43 -1.3168
N 2.2197 -7.5701 -0.1829 0.08 -1.92 -0.74 -0.3666
C 3.0513 -6.6047 0.5133 0.05 0.74 -1.81 0.7248
C 4.3644 -6.3736 -0.3498 -1.18 -0.74 0.19 -0.7517
O 3.9400 -6.0873 -1.6865 0.34 0.67 0.27 -0.2459
C 5.0555 -5.9269 -2.5529 -0.22 -0.74 0.00 -0.8785
H -2.1296 -5.3076 -1.5204 -0.51 0.05 1.02 0.3846
H -1.0574 -4.5274 -2.4564 0.80 0.64 0.18 0.3250
H -0.9818 -4.1618 -0.6414 -0.26 0.19 -0.24 0.1531
H -0.9582 -6.6584 0.4965 -0.53 0.20 0.01 0.2812
H 0.4629 -5.6822 0.6820 0.12 0.47 -0.23 -0.2849
H 0.3544 -8.5812 -0.3960 0.13 0.36 -0.78 0.4275
H 0.6803 -8.0958 1.1490 0.17 0.38 0.47 0.3492
H 2.3009 -7.3491 -1.1650 -0.02 -0.10 -0.14 0.3675
H 3.2745 -6.9054 1.5369 -0.02 0.19 -0.05 0.3761
H 2.4654 -5.6924 0.4015 0.54 0.76 1.02 -0.6766
H 4.9704 -7.2796 -0.3538 -0.03 -0.42 -0.03 0.6808
H 5.0436 -5.5967 0.0010 -0.35 0.41 0.35 0.0712
H 5.8437 -5.3080 -2.1242 0.02 0.14 0.13 0.2606
H 4.7554 -5.5236 -3.5200 -0.31 0.17 0.25 0.0125
H 5.4461 -6.9237 -2.7577 0.42 -0.14 -0.02 0.5060
C -2.0742 2.0405 4.5507 0.87 0.56 0.58 -0.8792
O -2.6868 1.1949 3.6540 -1.05 -0.79 -0.36 0.1633
C -2.5383 -0.1938 3.9709 -0.22 -0.05 -1.32 -1.0749
C -3.4878 -1.0035 3.0477 0.05 1.34 1.50 -0.0180
N -4.8803 -0.6365 3.4143 0.77 -1.86 -0.35 -0.2956
C -5.8191 -1.1449 2.4103 -0.10 0.35 0.25 -0.2629
C -6.1117 -2.6583 2.4208 0.55 0.08 -0.21 -1.1189
O -4.9875 -3.4172 1.9386 0.18 2.14 0.35 -0.0707
C -5.0521 -4.7612 2.1685 0.49 -1.41 -0.66 -0.8274
H -2.2628 1.7864 5.5938 -0.20 -0.20 0.20 0.4304
H -2.3847 3.0764 4.4144 -0.25 -0.11 -0.29 -0.0111
H -0.9936 2.0155 4.4105 0.38 0.02 0.07 0.2125
H -2.7702 -0.3891 5.0179 -0.18 0.06 0.14 0.6106
H -1.5055 -0.4915 3.7895 0.25 -0.11 0.01 0.3949
H -3.2551 -2.0577 3.1975 -0.41 -0.01 0.01 0.0561
H -3.3311 -0.7618 1.9964 0.37 0.05 -0.20 0.0729
H -4.9285 0.3683 3.5038 -0.06 0.09 -0.23 0.3282
H -5.5034 -0.8647 1.4054 0.21 -0.13 -0.41 -0.0002
H -6.7202 -0.5563 2.5826 -0.50 -0.49 -0.08 0.5945
H -6.9049 -2.9106 1.7170 -0.51 0.37 0.06 0.4420
H -6.4124 -2.9844 3.4164 0.12 -0.07 0.21 0.4082
H -4.7787 -5.0730 3.1765 -0.46 0.13 0.41 0.3087
H -4.2975 -5.2264 1.5342 0.23 0.04 -0.13 0.0903
H -5.9821 -5.1926 1.7982 -0.47 -0.13 0.42 0.3968
C 6.0922 -2.5479 -1.0120 0.89 -0.72 -0.55 0.9007
C 7.5529 -2.2219 -1.4170 -0.43 0.60 0.72 0.5887
C 8.2669 -3.3432 -2.2442 -0.28 -0.03 1.51 -0.8107
O 8.4306 -4.5144 -1.4049 -0.04 -0.24 -1.32 -0.2322
C 9.0142 -5.6787 -2.0841 -0.34 1.31 1.56 -0.9442
N 7.5284 -0.9916 -2.1550 -0.19 1.38 -1.70 -0.6587
H 6.1976 -3.4234 -0.3713 -0.59 -0.14 0.06 0.1131
H 5.4869 -2.7538 -1.8949 0.04 -0.30 -0.10 -0.4177
H 5.5554 -1.7547 -0.4918 0.49 0.23 0.20 -0.6059
H 8.0337 -1.9393 -0.4804 0.69 -1.12 0.37 0.1124
H 9.2558 -3.0372 -2.5857 0.11 0.35 -0.01 0.4961
H 7.6538 -3.5218 -3.1276 -0.17 -0.31 -0.12 0.1441
H 8.4626 -5.9544 -2.9829 0.02 -0.02 0.01 0.2823
H 8.9867 -6.4421 -1.3065 -0.32 -0.26 -0.30 0.2649
H 10.0780 -5.5235 -2.2636 0.03 0.28 -0.47 0.3433
H 8.4081 -0.5167 -2.2993 0.65 -0.67 -0.12 0.3314
H 7.0316 -0.2561 -1.6731 -0.69 -0.29 0.34 0.0335
C 0.4610 -4.8044 5.8353 -0.78 0.93 0.36 -1.7142
C 0.1355 -4.4363 4.3795 0.66 -1.20 1.52 1.5375
C -1.4061 -4.3154 4.1621 0.83 -1.19 0.43 -0.5174
O -2.1592 -5.4928 4.5405 0.84 -0.04 -0.59 -0.4516
C -1.9920 -6.6027 3.6568 -0.65 0.47 0.05 -0.5342
N 0.8034 -3.2180 4.0327 -1.10 1.21 -0.66 -0.5198
H 1.5178 -4.7055 6.0832 0.05 -0.46 -0.38 0.2740
H 0.0120 -5.7429 6.1602 0.29 -0.15 -0.16 0.3115
H 0.0136 -4.0316 6.4603 -0.27 0.14 0.19 0.4099
H 0.6372 -5.2190 3.8105 -0.73 -0.72 -0.62 -0.2009
H -1.5828 -4.0982 3.1087 -0.27 0.30 -0.16 0.3868
H -1.7836 -3.5491 4.8391 0.08 0.25 -0.30 0.1928
H -0.9746 -6.9792 3.5500 0.16 0.05 0.38 0.2945
H -2.3396 -6.3602 2.6526 0.00 0.31 -0.27 -0.0026
H -2.6708 -7.3822 4.0027 0.25 -0.09 0.22 0.3766
H 1.8084 -3.2453 4.1296 0.23 -0.39 0.47 0.1171
H 0.6539 -3.1448 3.0366 0.22 0.62 -0.20 -0.1264
C -6.6495 1.7601 0.3600 0.65 -0.42 -0.17 0.0162
C -7.4008 3.0405 0.6387 -0.50 -0.52 0.15 0.8793
C -8.1498 3.5854 -0.5885 0.73 -0.22 -0.24 -1.4752
O -7.2499 3.6936 -1.6979 0.46 0.68 -0.19 0.0833
C -6.2573 4.7283 -1.7002 -0.83 0.46 0.73 -0.6572
N -8.3142 2.7538 1.7547 -0.24 0.35 -0.32 -0.6638
H -7.2840 0.9201 0.0774 -0.35 0.26 -0.43 0.4200
H -6.1531 1.3566 1.2426 0.15 0.47 0.34 -0.2414
H -5.8589 1.9009 -0.3771 -0.15 -0.07 -0.19 -0.3040
H -6.7010 3.8218 0.9353 0.36 0.08 -0.06 -0.3997
H -8.6574 4.5140 -0.3272 0.23 0.52 -0.08 0.4118
H -8.9428 2.9514 -0.9852 0.08 -0.47 0.40 0.2511
H -5.6399 4.7076 -2.5983 -0.08 -0.61 0.02 0.3943
H -5.6404 4.7451 -0.8017 0.34 -0.54 0.03 0.0002
H -6.6968 5.7256 -1.6871 -0.59 0.10 -0.21 0.5069
H -8.6228 3.6298 2.1516 -0.28 0.18 0.13 0.4220
H -7.7715 2.3163 2.4855 0.04 -0.16 0.17 0.3022
C 3.5683 0.9086 2.9670 0.29 0.94 -0.16 -1.2111
C 4.1868 -0.3817 3.5015 0.41 -0.23 -0.86 1.9609
C 5.5013 -0.7880 2.7156 -0.69 0.41 0.96 -0.8360
O 5.9609 -2.0177 3.2056 1.06 -1.33 0.67 0.4408
C 7.3742 -2.2239 3.0160 -0.53 0.03 0.60 -1.1946
N 4.4825 -0.2876 4.9504 0.27 0.17 -0.62 -0.8484
H 2.7379 1.2737 3.5715 -0.12 -0.34 0.19 0.3801
H 3.2167 0.9237 1.9354 -0.09 -0.83 -0.03 -0.3435
H 4.2507 1.7580 2.9358 0.53 -0.08 0.45 0.4461
H 3.4413 -1.1712 3.4060 -0.03 -0.30 -0.60 -0.5099
H 6.2810 -0.0701 2.9701 -0.10 0.61 -0.30 0.8520
H 5.4153 -0.9251 1.6377 -0.48 0.74 -0.16 -0.4698
H 7.9588 -1.3945 3.4139 -0.12 0.43 -0.14 0.4883
H 7.6551 -2.3987 1.9774 -0.18 0.01 -0.15 -0.0357
H 7.6905 -3.0683 3.6285 -0.33 -0.28 -0.18 0.2047
H 4.9973 -1.1292 5.1669 0.37 -0.10 0.18 0.2849
H 3.6031 -0.4318 5.4258 -0.26 0.22 0.21 0.4185
C 5.6609 -3.0924 -5.8071 -0.32 1.11 0.74 -1.2834
C 4.2385 -3.5672 -5.7344 -1.94 0.61 0.43 1.5031
C 3.1647 -2.4158 -5.5940 1.65 1.10 0.68 -1.2288
O 3.2361 -1.7547 -4.2887 -0.06 -1.28 -1.23 -0.0731
C 2.8577 -2.6107 -3.2256 -0.41 1.07 -0.06 0.4137
N 3.9368 -4.3538 -6.8938 -0.12 -0.28 -1.28 -0.8226
H 5.7512 -2.3340 -6.5848 0.08 -0.36 -0.45 0.3650
H 6.3889 -3.8944 -5.9290 -0.03 0.05 0.01 0.4109
H 5.8508 -2.5020 -4.9108 0.38 -0.27 0.34 0.1415
H 3.9913 -4.1766 -4.8652 0.72 -0.02 0.48 -0.2171
H 2.1598 -2.7499 -5.8522 -0.18 -0.36 0.39 0.3784
H 3.3651 -1.5564 -6.2338 0.22 -0.30 -0.48 0.1988
H 3.5592 -3.4295 -3.0658 -0.12 -0.02 0.22 -0.2586
H 1.8378 -2.9581 -3.3903 -0.08 -0.48 -0.02 0.4291
H 2.7945 -1.9282 -2.3781 0.25 -0.31 0.36 -0.5105
H 2.9930 -4.7134 -6.8889 -0.12 -0.03 0.09 0.2747
H 4.5603 -5.1478 -6.9236 0.03 -0.14 -0.16 0.2864
C 4.2890 -5.6047 3.9043 0.14 -0.63 0.11 -1.0761
C 4.2062 -4.9967 5.3137 1.50 -0.65 -1.36 0.3986
C 5.5568 -4.9659 6.0864 -0.37 -0.31 0.40 -0.7267
O 5.2618 -4.7138 7.4800 1.11 -0.92 0.11 -0.3082
C 6.4533 -4.5226 8.2941 -0.79 0.59 -0.78 -0.8729
N 3.8339 -3.6436 5.0255 -0.93 1.20 1.62 0.1880
H 5.0314 -5.0064 3.3762 0.18 -0.24 -0.30 0.1105
H 3.3549 -5.5063 3.3512 -0.23 0.47 0.32 -0.2634
H 4.4945 -6.6698 3.7972 0.51 -0.05 0.41 0.5704
H 3.4760 -5.4953 5.9511 -0.08 0.09 -0.04 0.6386
H 6.2219 -4.1568 5.7846 -0.14 0.32 -0.60 0.0219
H 6.1197 -5.8733 5.8673 0.06 -0.51 0.67 0.4945
H 6.1395 -4.3322 9.3204 -0.17 -0.04 -0.17 0.2613
H 6.9728 -3.6445 7.9105 0.12 0.25 0.09 0.3285
H 7.1936 -5.3225 8.3004 -0.36 -0.52 -0.28 0.3159
H 4.5508 -3.1676 4.4968 0.32 -0.26 -0.67 -0.4191
H 4.0024 -3.2737 5.9501 -0.73 1.20 0.38 0.2858
C -0.9012 5.3086 -3.1556 1.36 -1.15 0.36 -0.6597
C -0.4771 6.7630 -3.1006 -0.80 -1.08 0.03 1.1210
C 0.9284 6.9906 -3.7252 -1.04 0.72 0.69 -1.2012
O 2.0221 6.4301 -3.0093 0.17 -1.07 -1.36 -0.1046
C 2.4692 7.0667 -1.8671 -0.79 1.19 1.01 -0.8357
N -1.5636 7.5662 -3.6796 0.52 0.71 0.11 -0.7194
H -0.3680 4.8091 -2.3467 0.30 -0.48 -0.09 -0.3522
H -0.5551 4.8751 -4.0939 -0.23 -0.28 -0.12 0.2819
H -1.9336 5.0167 -2.9632 -0.18 0.76 -0.28 0.3511
H -0.4820 6.9773 -2.0319 0.36 0.65 0.02 0.0434
H 0.9686 8.0750 -3.8277 0.59 0.32 0.12 0.3990
H 0.9422 6.6008 -4.7430 0.16 -0.33 0.09 0.2539
H 2.8297 8.0794 -2.0475 -0.17 0.37 -0.30 0.3854
H 3.2954 6.6096 -1.3227 -0.07 -0.83 -0.62 0.2306
H 1.6318 7.1196 -1.1713 0.03 0.27 0.47 0.2586
H -2.3197 7.3342 -3.0514 -0.47 0.57 0.22 -0.0300
H -1.8771 7.1864 -4.5614 0.31 -0.21 -0.40 0.3740
```
Forces are in eV/Å.